(1)
Molecular formula: C36H87BBrO17P
Method: DFT, ωB97M-V/def2-TZVPD

Summary:
**SMILES string**: C=CB(Br)CCP(=O)(OCC)OCC.COCCOC.COCCOC.COCCOC.COCCOC.COCCOC.COCCOC.COCCOC
**Charge**: 0
**Electronic energy**: -5642.8926 Eh

Cartesian coordinates (Å):
C  3.450  5.477  0.601
C  2.227  5.262  0.180
B  1.772  3.841  -0.267
Br  -0.083  3.337  0.014
C  2.837  2.910  -0.957
C  2.363  1.479  -1.283
P  3.629  0.195  -1.449
O  2.957  -0.993  -1.935
O  4.797  0.508  -2.505
C  5.615  1.680  -2.279
C  5.378  2.715  -3.375
O  4.181  -0.128  0.055
C  5.572  -0.501  0.131
C  5.968  -1.719  -0.716
H  3.914  6.447  0.553
H  3.994  4.635  1.003
H  1.564  6.120  0.144
H  3.719  2.942  -0.318
H  3.057  3.409  -1.900
H  1.755  1.151  -0.439
H  1.703  1.436  -2.138
H  6.645  1.344  -2.363
H  5.517  2.096  -1.280
H  5.053  3.667  -2.973
H  6.289  2.927  -3.927
H  4.668  2.337  -4.099
H  5.743  -0.763  1.169
H  6.234  0.342  -0.047
H  5.177  -2.111  -1.344
H  6.253  -2.529  -0.049
H  6.871  -1.490  -1.271
C  3.238  -1.096  4.567
O  1.906  -1.519  4.799
C  0.959  -0.467  4.678
C  0.258  -0.498  3.336
O  1.153  -0.235  2.268
C  1.571  -1.417  1.596
H  3.849  -1.985  4.413
H  3.314  -0.460  3.682
H  3.621  -0.554  5.440
H  1.437  0.504  4.842
H  0.214  -0.613  5.467
H  -0.502  0.291  3.321
H  -0.249  -1.456  3.186
H  0.774  -1.768  0.932
H  1.843  -2.213  2.292
H  2.438  -1.160  0.985
C  -5.661  3.654  -3.160
O  -5.323  2.303  -2.894
C  -3.920  2.073  -2.905
C  -3.339  2.016  -1.508
O  -3.446  3.267  -0.846
C  -4.536  3.312  0.062
H  -6.701  3.802  -2.872
H  -5.038  4.348  -2.590
H  -5.559  3.867  -4.230
H  -3.413  2.838  -3.501
H  -3.756  1.105  -3.391
H  -2.273  1.778  -1.584
H  -3.818  1.227  -0.920
H  -4.280  2.777  0.983
H  -5.444  2.885  -0.369
H  -4.725  4.357  0.306
C  9.293  -3.189  -2.940
O  8.095  -3.418  -3.657
C  7.850  -2.427  -4.645
C  8.238  -2.901  -6.029
O  9.639  -3.108  -6.144
C  10.010  -4.472  -6.031
H  9.547  -4.102  -2.403
H  10.123  -2.931  -3.601
H  9.145  -2.383  -2.211
H  8.373  -1.497  -4.396
H  6.775  -2.222  -4.633
H  7.969  -2.125  -6.753
H  7.690  -3.811  -6.292
H  9.793  -5.002  -6.964
H  9.498  -4.966  -5.203
H  11.084  -4.510  -5.850
C  2.037  -4.733  5.563
O  2.370  -6.084  5.846
C  3.766  -6.331  5.816
C  4.365  -6.365  7.207
O  4.291  -5.098  7.844
C  3.216  -4.998  8.761
H  1.002  -4.573  5.864
H  2.669  -4.032  6.109
H  2.122  -4.538  4.489
H  4.277  -5.586  5.197
H  3.909  -7.311  5.349
H  5.426  -6.622  7.126
H  3.878  -7.133  7.815
H  3.462  -5.520  9.692
H  2.290  -5.404  8.349
H  3.066  -3.942  8.983
C  -4.438  7.742  -0.413
O  -5.580  7.223  0.249
C  -6.072  8.085  1.265
C  -7.270  8.883  0.796
O  -6.926  9.792  -0.239
C  -7.264  9.318  -1.532
H  -4.293  7.168  -1.328
H  -4.564  8.795  -0.676
H  -3.550  7.627  0.217
H  -5.280  8.752  1.621
H  -6.379  7.451  2.102
H  -7.644  9.478  1.635
H  -8.074  8.214  0.472
H  -8.340  9.429  -1.707
H  -6.978  8.273  -1.670
H  -6.728  9.925  -2.260
C  -7.621  -3.263  -3.079
O  -7.145  -2.204  -2.267
C  -6.796  -1.046  -3.016
C  -7.876  0.009  -2.959
O  -9.073  -0.421  -3.598
C  -10.056  -0.879  -2.687
H  -8.107  -3.989  -2.429
H  -8.345  -2.915  -3.818
H  -6.786  -3.754  -3.590
H  -6.569  -1.313  -4.053
H  -5.887  -0.634  -2.567
H  -7.525  0.894  -3.493
H  -8.075  0.298  -1.922
H  -10.548  -0.030  -2.200
H  -9.631  -1.539  -1.926
H  -10.802  -1.436  -3.253
C  -4.245  -2.963  0.088
O  -3.888  -4.306  0.372
C  -2.484  -4.512  0.365
C  -1.909  -4.538  1.764
O  -2.034  -3.279  2.411
C  -3.123  -3.230  3.318
H  -5.287  -2.821  0.369
H  -3.632  -2.253  0.650
H  -4.143  -2.765  -0.984
H  -1.987  -3.748  -0.240
H  -2.303  -5.484  -0.105
H  -0.839  -4.760  1.696
H  -2.378  -5.325  2.362
H  -2.866  -3.751  4.246
H  -4.028  -3.667  2.891
H  -3.316  -2.182  3.548

---

(2)
Molecular formula: C36H87MnO21P2
Method: DFT, ωB97M-V/def2-TZVPD

Summary:
**Charge**: +1
**Electronic energy**: -4837.3781 Eh
**Expectation value of S²**: 8.754
**Spin multiplicity**: 6

Cartesian coordinates (Å):
Mn  -1.104  -1.352  -2.565
O  -0.752  0.464  -1.864
H  -1.066  0.766  -0.990
C  8.327  2.795  -1.404
O  7.100  3.144  -0.886
C  6.091  3.105  -1.893
C  4.657  3.375  -1.384
O  4.266  2.297  -0.518
C  3.082  2.486  0.248
C  1.724  2.452  -0.519
O  1.724  3.550  -1.449
C  0.851  3.423  -2.600
H  9.057  2.963  -0.613
H  8.540  3.325  -2.333
H  8.262  1.737  -1.658
H  6.112  2.159  -2.433
H  6.338  3.815  -2.682
H  3.985  3.590  -2.215
H  4.799  4.284  -0.798
H  3.270  3.374  0.851
H  3.115  1.699  1.001
H  0.903  2.594  0.184
H  1.677  1.557  -1.138
H  -0.176  3.253  -2.279
H  1.188  2.559  -3.173
H  0.865  4.277  -3.278
C  -3.099  3.192  -1.400
O  -3.352  3.492  -0.034
C  -2.182  3.777  0.739
C  -2.634  4.201  2.149
O  -3.357  3.176  2.745
C  -3.543  3.221  4.157
C  -4.084  1.985  4.810
O  -3.179  0.908  4.670
C  -3.759  -0.321  5.164
H  -2.558  4.010  -1.874
H  -3.986  2.902  -1.964
H  -2.317  2.432  -1.409
H  -1.544  4.536  0.287
H  -1.530  2.903  0.749
H  -3.246  5.102  2.175
H  -1.752  4.337  2.776
H  -4.149  4.065  4.485
H  -2.574  3.376  4.632
H  -4.983  1.651  4.293
H  -4.413  2.106  5.843
H  -4.576  -0.718  4.562
H  -4.084  -0.039  6.165
H  -3.075  -1.166  5.252
C  4.889  -0.101  -3.189
O  3.960  -1.027  -3.835
C  2.676  -0.485  -3.819
C  1.614  -1.500  -4.328
O  0.216  -1.128  -4.188
C  -0.161  0.001  -4.981
C  -1.714  -0.020  -5.182
O  -2.445  -0.383  -3.964
C  -3.639  0.389  -3.746
H  5.192  0.681  -3.885
H  5.730  -0.761  -2.977
H  4.553  0.461  -2.318
H  2.564  0.449  -4.369
H  2.422  -0.170  -2.807
H  1.752  -2.461  -3.833
H  1.833  -1.666  -5.383
H  0.336  0.116  -5.945
H  0.019  0.926  -4.433
H  -1.932  -0.667  -6.031
H  -2.060  0.966  -5.493
H  -4.147  0.597  -4.687
H  -3.374  1.367  -3.343
H  -4.377  -0.034  -3.064
C  1.145  5.386  4.205
O  2.344  4.818  4.785
C  2.946  3.740  4.036
C  2.077  2.432  4.079
O  0.868  2.610  3.303
C  -0.205  1.705  3.673
C  0.082  0.220  3.783
O  0.813  -0.324  2.682
C  0.033  -0.330  1.495
H  0.210  4.830  4.276
H  1.218  5.510  3.125
H  0.950  6.367  4.638
H  3.955  3.562  4.407
H  3.329  4.003  3.050
H  1.876  2.379  5.149
H  2.608  1.539  3.748
H  -0.944  1.897  2.895
H  -0.678  1.992  4.612
H  -0.847  -0.327  3.944
H  0.704  0.035  4.659
H  -0.288  0.697  1.320
H  -0.797  -1.018  1.655
H  0.630  -0.622  0.630
C  -6.343  -4.536  -0.484
C  -5.871  -3.169  0.082
O  -4.878  -2.664  -0.780
P  -3.444  -2.360  -0.104
O  -2.408  -1.749  -0.966
O  -2.982  -3.878  0.361
C  -2.475  -4.729  -0.642
C  -2.294  -6.152  -0.083
O  -3.874  -1.550  1.235
C  -3.941  -0.098  1.246
C  -4.949  0.366  0.230
H  -6.736  -4.494  -1.500
H  -5.555  -5.289  -0.468
H  -7.137  -4.959  0.132
H  -6.635  -2.391  0.050
H  -5.515  -3.327  1.099
H  -3.178  -4.756  -1.475
H  -1.541  -4.354  -1.059
H  -3.217  -6.572  0.317
H  -1.900  -6.742  -0.910
H  -1.489  -6.129  0.652
H  -4.183  0.326  2.220
H  -2.923  0.229  1.034
H  -4.983  1.454  0.183
H  -4.870  0.036  -0.806
H  -5.977  0.175  0.539
C  1.538  -3.923  2.670
C  0.986  -4.687  1.489
O  0.371  -3.859  0.464
P  1.249  -3.205  -0.706
O  0.512  -2.205  -1.553
O  2.498  -2.537  0.138
C  3.357  -1.610  -0.574
C  4.375  -1.184  0.425
O  1.953  -4.439  -1.473
C  1.208  -5.494  -1.963
C  1.832  -5.872  -3.254
H  2.378  -3.248  2.512
H  0.737  -3.248  2.970
H  1.760  -4.533  3.547
H  1.769  -5.332  1.090
H  0.224  -5.343  1.907
H  3.803  -2.089  -1.446
H  2.757  -0.793  -0.976
H  3.900  -1.167  1.406
H  5.223  -1.866  0.482
H  4.862  -0.243  0.171
H  1.025  -6.399  -1.385
H  0.262  -5.032  -2.247
H  1.945  -4.942  -3.811
H  2.810  -6.340  -3.143
H  1.172  -6.568  -3.773

---

(3)
Molecular formula: C36H90As3F27N6O12
Method: DFT, ωB97M-V/def2-TZVPD

Summary:
**Charge**: 0
**Energy above the lowest of the compared OMol25 structures with the same formula, charge and spin**: 0.0 kJ/mol

Cartesian coordinates (Å):
C  -5.286  -0.135  -0.134
C  -5.365  0.623  -1.430
C  -6.698  0.383  -2.173
O  -7.745  1.132  -1.569
C  -9.013  0.772  -2.100
N  -5.391  2.122  -1.075
H  -4.653  2.515  -0.481
H  -5.288  2.628  -1.962
H  -6.281  2.409  -0.667
H  -5.482  -1.200  -0.259
H  -5.973  0.225  0.633
H  -4.276  -0.080  0.276
H  -4.465  0.518  -2.032
H  -6.969  -0.664  -2.040
H  -6.518  0.648  -3.218
H  -9.110  1.309  -3.048
H  -9.763  1.043  -1.361
H  -9.194  -0.272  -2.374
C  4.161  -1.629  0.562
C  5.209  -2.726  0.772
C  6.651  -2.210  0.793
O  6.749  -1.266  1.823
C  8.002  -0.638  1.940
N  4.886  -3.446  2.084
H  5.201  -2.906  2.889
H  3.924  -3.744  2.286
H  5.378  -4.342  2.114
H  4.453  -0.804  1.211
H  3.147  -1.917  0.847
H  4.059  -1.384  -0.494
H  5.197  -3.515  0.022
H  6.995  -1.824  -0.171
H  7.293  -3.095  0.934
H  8.011  -0.213  2.941
H  8.258  0.014  1.100
H  8.842  -1.349  1.904
C  -0.050  0.389  -5.198
C  0.907  -0.821  -5.310
C  2.270  -0.456  -5.864
O  3.193  -1.526  -5.997
C  2.722  -2.601  -6.770
N  1.055  -1.387  -3.919
H  0.183  -1.332  -3.395
H  1.416  -2.347  -3.881
H  1.705  -0.787  -3.404
H  -0.440  0.788  -6.130
H  0.419  1.161  -4.586
H  -0.894  0.009  -4.616
H  0.489  -1.579  -5.968
H  2.743  0.392  -5.369
H  2.066  -0.096  -6.883
H  3.549  -3.236  -7.077
H  2.128  -2.277  -7.634
H  2.032  -3.217  -6.180
C  -4.594  6.843  2.280
C  -3.717  5.662  1.903
C  -2.251  6.001  2.119
O  -1.474  4.828  2.058
C  -0.092  5.087  2.028
N  -4.077  4.487  2.788
H  -3.917  4.645  3.776
H  -5.032  4.274  2.498
H  -3.624  3.622  2.421
H  -5.653  6.622  2.132
H  -4.379  7.790  1.790
H  -4.458  7.052  3.345
H  -3.838  5.359  0.864
H  -2.057  6.425  3.115
H  -1.904  6.710  1.363
H  0.154  5.822  2.806
H  0.231  5.580  1.103
H  0.489  4.176  2.125
C  0.636  1.668  0.821
C  0.192  0.585  -0.174
C  0.569  -0.844  0.192
O  -0.174  -1.358  1.273
C  -0.743  -2.640  1.021
N  -1.299  0.714  -0.337
H  -1.656  -0.013  -0.975
H  -1.730  0.635  0.590
H  -1.615  1.552  -0.812
H  1.728  1.693  0.841
H  0.305  1.502  1.845
H  0.310  2.621  0.403
H  0.549  0.741  -1.195
H  1.596  -0.777  0.573
H  0.572  -1.461  -0.708
H  -1.133  -3.005  1.971
H  -0.002  -3.356  0.660
H  -1.572  -2.598  0.308
C  2.474  1.232  7.969
C  2.595  -0.060  7.170
C  1.872  -0.243  5.884
O  1.895  -1.545  5.393
C  1.282  -1.656  4.123
N  4.071  -0.502  7.037
H  4.654  -0.141  7.795
H  4.281  -1.491  6.897
H  4.442  -0.041  6.198
H  1.455  1.596  8.065
H  3.165  1.950  7.523
H  2.791  1.081  9.002
H  2.283  -0.893  7.810
H  2.135  0.531  5.148
H  0.831  0.014  6.124
H  0.194  -1.574  4.191
H  1.462  -2.634  3.679
H  1.639  -0.884  3.437
As  2.632  -4.336  -2.162
F  3.012  -4.720  -0.484
F  1.763  -2.904  -1.594
F  2.132  -3.863  -3.775
F  3.594  -5.701  -2.661
F  1.201  -5.362  -2.076
F  4.035  -3.275  -2.367
As  -2.509  4.179  -2.193
F  -2.065  5.595  -1.284
F  -0.942  3.439  -1.855
F  -3.002  2.746  -3.093
F  -4.172  4.766  -2.429
F  -2.003  4.941  -3.676
F  -3.103  3.501  -0.663
As  1.115  -5.120  3.232
F  1.876  -4.451  4.696
F  2.069  -3.942  2.316
F  0.376  -5.683  1.780
F  0.246  -6.290  4.185
F  -0.206  -3.951  3.415
F  2.488  -6.210  3.050
C  -2.488  0.761  2.907
O  -3.367  -0.288  3.348
O  -3.150  1.539  2.015
C  -1.684  1.332  4.085
F  -0.951  0.449  4.793
F  -0.831  2.300  3.614
F  -2.466  2.013  4.993
C  -2.898  -1.630  3.222
C  -3.916  -2.455  3.982
H  -3.900  -2.230  5.051
H  -4.952  -2.350  3.665
H  -3.649  -3.513  3.898
H  -1.881  -1.730  3.603
H  -3.021  -1.932  2.175
H  -1.678  0.306  2.308
C  -2.132  -2.496  -2.848
O  -2.008  -2.630  -4.262
O  -1.446  -1.428  -2.405
C  -3.628  -2.599  -2.448
F  -3.749  -2.565  -1.099
F  -4.438  -1.591  -2.878
F  -4.198  -3.753  -2.859
C  -2.011  -3.945  -4.838
C  -2.013  -3.714  -6.318
H  -1.661  -4.535  -6.940
H  -3.032  -3.438  -6.592
H  -1.382  -2.845  -6.514
H  -2.910  -4.496  -4.553
H  -1.178  -4.509  -4.403
H  -1.593  -3.354  -2.414
C  3.478  1.908  -2.354
O  4.175  2.281  -3.520
O  2.621  0.915  -2.630
C  4.476  1.708  -1.139
F  4.468  0.448  -0.612
F  5.758  1.860  -1.564
F  4.254  2.536  -0.104
C  4.490  3.647  -3.638
C  4.925  3.972  -5.067
H  4.008  4.095  -5.653
H  5.324  4.984  -5.166
H  5.569  3.215  -5.505
H  5.316  3.902  -2.962
H  3.659  4.310  -3.375
H  2.852  2.739  -1.972

---

Number 1: F_max 2.25 eV/A. Number 2: F_max 3.30 eV/A. Number 3: F_max 3.19 eV/A.